{"formula": "C5H14CuF30NOP5", "method": "ωB97M-V with the def2-TZVPD basis set", "homo_energy_ev": [-9.366, -9.364], "charge": -1, "energy_ha": -6672.993468, "fmax_ha_per_bohr": 0.0917, "spin_multiplicity": 3, "elements": ["Cu", "P", "P", "P", "P", "P", "F", "F", "F", "F", "F", "F", "F", "F", "F", "F", "F", "F", "F", "F", "F", "F", "F", "F", "F", "F", "F", "F", "F", "F", "F", "F", "F", "F", "F", "F", "O", "N", "C", "C", "C", "C", "C", "H", "H", "H", "H", "H", "H", "H", "H", "H", "H", "H", "H", "H", "H"], "positions_angstrom": [[0.101204, -1.179058, 1.671664], [2.036074, 2.093342, 2.175444], [-2.389756, 1.462312, 1.288314], [-1.511876, -3.323288, -0.788986], [2.945264, -2.506128, 1.505224], [-1.221416, -2.410538, 4.272064], [-3.030796, -3.460048, -0.345446], [0.011584, -3.339208, -1.296146], [-2.881556, 0.740802, -0.094536], [3.347604, 3.097532, 2.176164], [0.898664, 0.885382, 2.364074], [2.634984, 1.551972, 3.617004], [-1.236056, -1.993678, 0.109334], [1.139314, 3.073442, 3.066924], [1.334504, 2.665462, 0.844334], [-0.881776, -2.831948, 2.699834], [-1.046056, 1.962642, 0.574214], [-0.027856, -3.350818, 4.754604], [-0.197066, -1.188748, 4.041974], [-1.708386, -4.604748, -1.733226], [2.950504, 1.053652, 1.280854], [-1.901026, 2.211212, 2.609774], [-3.817496, 0.870532, 2.062214], [-1.541676, 0.148322, 1.682394], [-2.237706, -3.639208, 4.339064], [3.607204, -3.741028, 0.589384], [-1.681656, -2.380558, -2.093716], [-3.262416, 2.775342, 0.807494], [-1.149726, -4.275918, 0.485244], [-2.358996, -1.434278, 3.705004], [1.422164, -2.753948, 0.955974], [4.451704, -1.970188, 1.884454], [2.229504, -1.385878, 2.431154], [2.647904, -3.470258, 2.835064], [-1.601706, -2.029568, 5.803374], [2.993504, -1.371998, 0.344744], [0.812544, -0.263028, -0.375646], [-0.034376, 2.065642, -3.279656], [0.862744, 1.260332, -2.283576], [0.154664, 0.073022, -1.656496], [0.756424, 3.378212, -3.653566], [-0.331306, 1.301512, -4.585066], [-1.467496, 2.525802, -2.711996], [-2.089556, 1.632282, -2.659436], [-1.287356, 3.028172, -1.761596], [0.580534, 0.850882, -4.976966], [-1.009566, 1.826752, -5.257516], [1.202374, 1.885152, -1.457536], [-1.950496, 3.019702, -3.555126], [0.168854, -0.776708, -2.339036], [1.687054, 0.904462, -2.901606], [1.726884, -0.489338, -0.561036], [-0.830466, 0.439902, -4.141706], [1.736034, 3.165062, -4.081396], [0.204524, 4.083162, -4.275296], [-0.891356, 0.236442, -1.397206], [0.932684, 3.901652, -2.713866]], "forces_ev_per_angstrom": [[-0.7, -0.6, 1.9], [2.0, 0.1, 3.9], [-4.2, 1.6, 1.3], [0.4, -4.4, -0.1], [2.3, -1.6, 2.5], [-1.7, -0.8, 1.7], [-0.1, 1.7, -0.5], [2.0, 0.4, 1.0], [0.6, -0.3, 0.1], [-1.5, 0.1, -1.0], [-0.3, -0.2, -1.2], [0.1, -0.6, -1.2], [0.1, 1.1, 0.5], [-0.1, 0.3, -0.9], [0.7, -0.2, -0.3], [0.7, 0.4, -1.3], [0.3, 0.5, -1.5], [0.2, 0.2, 0.0], [1.0, 0.8, 0.1], [-0.5, -0.5, -0.3], [-0.9, 0.3, -0.1], [-0.6, -0.5, -0.2], [2.9, 0.7, -1.2], [0.6, -2.1, 0.5], [-0.1, -0.1, -0.3], [-1.6, 2.1, 1.2], [-1.9, 1.5, -0.2], [1.0, -0.5, 0.2], [0.5, 0.9, -0.8], [-0.4, -0.1, 0.1], [-1.2, -0.8, -0.5], [-1.7, -1.2, 0.4], [-0.2, 1.5, 0.4], [1.4, 0.4, -2.5], [0.7, 0.4, -0.8], [0.3, 0.2, -2.0], [-2.3, 0.7, -2.2], [-0.3, 2.0, -0.9], [-0.3, 0.6, -1.0], [-1.2, 0.1, 1.5], [-0.1, -0.5, 1.4], [0.2, -1.4, 2.5], [1.4, -1.4, -1.0], [0.3, -0.2, 0.8], [-0.4, 0.1, -0.2], [0.1, 0.8, -0.4], [0.5, 0.2, 0.2], [-0.1, 0.6, -0.3], [0.4, 0.9, 0.4], [0.4, -1.0, 0.3], [0.2, 0.2, 0.2], [2.4, -0.8, 0.6], [-0.6, -0.2, -0.7], [-0.3, -0.4, -0.1], [-0.4, -0.7, -0.2], [0.0, 0.2, 0.2], [0.0, -0.1, 0.1]]}